[1]
C5H7N3 | ωB97M-V/def2-TZVPD

Element x y z (Å)
C1 -3.33 -1.26 -0.57
H1 -0.58 -0.10 1.25
H2 -1.42 1.65 -1.40
H3 -4.79 -1.31 -0.36
H4 0.97 0.09 1.48
H5 4.29 -0.73 -0.59
C2 -0.90 1.40 -0.31
H6 3.46 -0.59 1.19
C3 -2.36 -0.71 0.07
N1 2.14 -0.22 -0.85
H7 -0.80 2.17 0.61
C4 -1.13 0.11 0.26
C5 1.13 0.11 0.06
N2 3.26 -0.95 -0.15
N3 0.04 0.33 -0.69

## Properties
maximum force: 7.2 eV/A
E_LUMO: -0.009 hartree
2S+1: 1
energy above the lowest of the compared OMol25 structures with the same formula, charge and spin: 12.912 eV
E_tot: -358.543878 a.u.
gap between HOMO and LUMO: 8.412 eV

=====

[2]
C5H8NO | ωB97M-V/def2-TZVPD

Element x y z (Å)
H1 -0.33 -1.14 2.27
H2 2.82 0.24 0.87
H3 0.03 -2.49 0.97
H4 -2.24 1.21 -0.46
H5 1.46 1.99 -0.22
O1 1.32 -1.12 0.87
N1 -1.73 0.11 -2.17
C1 -1.43 0.70 -1.03
H6 1.11 0.54 1.93
C2 0.95 1.07 -0.01
H7 -1.01 -0.37 -2.76
C3 0.22 -1.49 1.48
C4 -0.22 0.85 -0.48
C5 1.72 0.23 1.04
H8 -2.66 -0.32 -2.30

## Properties
maximum force: 7.9 eV/A
E_LUMO (alpha / beta): -0.220 / -0.220 hartree
2S+1: 1
energy above the lowest of the compared OMol25 structures with the same formula, charge and spin: 4.045 eV
E_tot: -324.890294 a.u.
charge: +1
gap between HOMO and LUMO (alpha / beta): 6.316 / 6.313 eV

=====

[3]
C44H55N5O4S2SeSiW | ωB97M-V/def2-TZVPD

Element x y z (Å)
Si1 0.33 -1.57 -3.92
S1 3.50 2.11 -0.36
C1 5.11 -0.31 -1.75
N1 1.11 1.91 0.74
C2 4.34 -3.21 -1.31
H1 -3.98 -2.85 3.68
C3 2.54 -4.59 -0.63
C4 1.96 -3.56 0.10
C5 2.10 2.69 0.50
H2 -4.66 1.48 0.19
H3 5.30 -3.09 -1.79
C6 -2.55 1.90 -2.58
O1 3.22 -1.31 2.49
C7 -2.13 2.81 -4.80
H4 4.12 -5.25 -1.92
H5 1.25 2.99 -1.80
H6 5.28 3.59 -0.83
H7 -3.86 0.85 5.86
C8 0.06 -3.30 -3.30
C9 -3.68 1.34 -1.71
C10 -0.15 2.52 1.31
C11 2.24 -0.87 1.93
H8 5.65 0.63 -1.58
N2 0.06 -0.18 1.88
C12 -3.59 -1.85 3.83
H9 -4.16 -0.33 -3.02
H10 4.51 4.41 1.31
C13 0.78 -4.01 0.98
H11 0.25 -2.36 2.32
H12 6.49 -0.37 0.62
N3 -1.27 1.71 1.77
W1 0.26 0.10 -0.19
H13 -2.49 3.04 -5.79
C14 1.24 0.08 2.54
H14 -1.33 -4.47 0.85
H15 0.66 5.42 -3.55
H16 3.03 3.56 -3.46
C15 4.67 -0.92 -0.42
S2 2.14 4.40 0.87
C16 1.54 1.11 3.35
C17 0.65 -3.37 2.35
H17 -2.21 1.72 4.22
H18 1.85 3.44 -4.76
H19 -4.73 -1.46 5.59
H20 2.52 1.04 3.83
H21 -3.08 -0.75 -1.68
C18 2.54 -2.27 0.02
H22 1.10 2.91 4.49
O2 -2.36 -2.18 1.88
H23 1.61 -3.35 2.87
C19 2.09 3.08 -3.76
C20 -3.66 1.63 -0.22
O3 -1.18 -0.78 -0.33
H24 -4.79 -0.48 -1.38
C21 -1.10 0.54 2.21
H25 -4.56 1.87 -2.10
H26 6.52 -2.01 -0.04
H27 -2.98 0.97 0.31
H28 -1.04 0.35 -4.59
C22 -2.15 -0.07 3.07
C23 -0.38 2.87 -3.14
H29 5.56 -1.66 1.41
N4 1.87 -1.12 0.61
C24 4.21 3.73 -0.72
C25 0.89 2.43 3.54
C26 0.21 3.17 2.64
C27 -3.53 0.24 5.03
H30 2.07 -5.57 -0.59
H31 3.79 4.11 -1.65
C28 -1.23 -0.71 -4.40
C29 -2.61 0.72 4.13
H32 -0.86 -3.07 -0.11
C30 -0.54 -4.06 0.22
C31 -2.96 2.20 -3.88
O4 -1.13 4.14 -0.28
H33 -0.16 4.16 2.88
C32 1.65 -1.47 -5.23
H34 4.01 5.69 0.19
H35 -0.45 -4.69 -0.67
C33 3.80 -2.15 -0.60
H36 -1.67 -1.15 -5.30
H37 -0.21 3.69 -5.10
C34 -1.22 2.19 -2.22
C35 0.98 3.42 -2.76
H38 4.09 -0.20 0.14
C36 -3.94 -0.14 -1.97
C37 3.69 -4.43 -1.37
C38 -2.67 -1.36 2.90
H39 -3.98 1.98 -4.16
H40 -1.85 -1.73 1.20
C39 5.88 -1.26 0.45
H41 1.03 -5.06 1.19
H42 1.83 5.36 -2.24
H43 1.65 -0.49 -5.72
H44 -0.83 -3.35 -2.67
H45 1.47 -2.23 -5.99
H46 0.10 5.21 -1.88
H47 0.91 -3.65 -2.72
H48 2.27 2.01 -3.82
H49 -3.37 2.66 -0.01
H50 5.80 -0.97 -2.27
C40 3.88 4.64 0.45
C41 -0.72 3.03 -0.05
H51 -1.97 -0.77 -3.60
Se1 1.38 -0.28 -2.26
N5 -0.70 1.93 -0.90
H52 4.26 -0.10 -2.40
H53 2.64 -1.64 -4.81
C42 0.88 4.94 -2.59
H54 -0.04 -3.96 2.95
H55 -0.07 -3.97 -4.15
C43 -0.85 3.15 -4.41
C44 -4.01 -1.06 4.88

## Properties
maximum force: 1.1 eV/A
E_LUMO: -0.055 hartree
2S+1: 1
energy above the lowest of the compared OMol25 structures with the same formula, charge and spin: 0.000 eV
E_tot: -5838.882877 a.u.
gap between HOMO and LUMO: 6.464 eV